This record from OMol25 describes one molecule with the formula C6H14BNO. The level of theory is ωB97M-V/def2-TZVPD.

Structure (ORCA input):
```
! wB97M-V def2-TZVPD RIJCOSX def2/J DEFGRID3
* xyz 0 1
B -1.85769 -0.26986 -0.13779
C 0.27509 0.70673 -0.72333
C 1.10541 -0.32234 0.02526
C -3.35901 -0.02104 0.26418
C 0.90253 2.10162 -0.56048
C 2.02809 -1.19737 -0.67116
C 1.20515 -0.36069 1.44319
N -1.20618 -1.52932 0.06202
O -1.11303 0.81783 -0.45971
H 0.37006 0.49689 -1.82711
H -3.24690 0.94607 0.88306
H -3.81809 -0.85633 0.80956
H -3.87894 0.20681 -0.64063
H 1.72786 2.31887 -1.20526
H 1.26830 2.27505 0.46964
H 0.10221 2.79078 -0.75044
H 3.08965 -0.91948 -0.36144
H 2.14311 -1.14162 -1.77543
H 1.99813 -2.22116 -0.54918
H 0.49375 0.37648 1.87551
H 2.28479 -0.26953 1.88098
H 0.95048 -1.36071 1.87905
H -1.46475 -2.56766 0.06951
*
```

Results
Kohn-Sham gap (spin up / spin down) in eV: 6.787 / 9.370
LUMO (spin up / spin down) in eV: -0.74 / 0.14
E_tot in eV: -10661.2347